# 1
Below is 7 unconnected molecules or ions with the total composition C30H49N7O11, with properties calculated with the ωB97M-V functional and the def2-TZVPD basis.

Computed properties:
Relative energy (zero: lowest compared OMol25 entry of this formula, charge and spin) (kcal/mol): 54.8
Highest occupied orbital energy (eV): -8.72
M (g/mol): 683.76
Gap between HOMO and LUMO (eV): 4.25
DFT total energy (eV): -64828.9808
Multiplicity: 1
Largest force on an atom (eV Å⁻¹): 11.54

```
97
Properties=species:S:1:pos:R:3:mulliken_charge:R:1
C -2.70 2.23 1.21 -1.896
C -3.21 1.59 2.42 1.270
C -4.76 1.80 2.60 -0.800
C -5.62 0.84 1.69 -0.792
C -5.36 -0.54 2.13 -1.189
C -3.83 -0.97 2.01 1.107
N -2.90 0.06 2.35 0.969
O -1.63 -0.23 2.31 -0.264
C -3.56 -1.26 0.50 -1.330
C -3.57 -2.37 2.81 -1.557
C -2.50 2.04 3.73 -1.764
H -1.63 1.94 1.27 0.099
H -3.00 3.23 1.32 0.653
H -3.19 2.00 0.32 0.614
H -4.98 2.83 2.29 0.449
H -4.84 1.50 3.83 0.220
H -5.40 1.05 0.73 0.511
H -6.80 1.23 1.95 0.299
H -5.95 -1.10 1.61 0.749
H -5.58 -0.50 3.34 0.242
H -2.51 -1.63 0.23 -0.068
H -3.64 -0.38 -0.10 0.406
H -4.22 -2.05 0.23 0.602
H -2.69 -2.74 2.50 0.352
H -4.26 -3.13 2.54 0.446
H -3.54 -2.34 3.94 0.345
H -2.85 1.51 4.53 0.624
H -3.06 3.13 3.86 0.324
H -1.41 2.19 3.79 0.284
N 0.66 -0.09 -0.87 0.797
O -0.41 -0.13 -0.34 -0.227
O 1.67 -0.35 -0.24 -0.645
O 0.84 -0.22 -2.11 -0.719
C -0.18 -3.31 0.46 0.406
C -0.48 -3.58 -1.00 -0.687
C -1.31 -4.85 -1.19 -0.567
C -1.77 -5.74 -0.07 -0.066
C -1.16 -5.43 1.32 -0.263
C -0.42 -4.17 1.46 -0.233
N -2.61 -6.83 -0.20 0.764
O -3.07 -7.24 -1.34 -0.527
O -2.61 -7.71 0.74 -0.520
H 0.34 -2.25 0.49 -0.165
H -0.24 -3.00 -1.79 0.908
H -1.72 -5.02 -2.27 0.303
H -1.43 -6.14 2.22 0.350
H 0.02 -3.68 2.47 0.216
C 3.50 2.19 -2.99 -0.397
C 4.44 3.32 -3.43 -0.741
C 5.74 3.43 -2.63 -0.410
C 6.30 2.25 -1.93 -0.048
C 5.37 1.02 -1.79 -0.215
C 3.97 1.08 -2.25 0.132
N 7.76 2.19 -1.50 0.946
O 8.47 3.25 -1.63 -0.588
O 8.14 1.13 -1.15 -0.545
H 2.53 2.17 -3.39 0.570
H 4.12 4.10 -4.07 0.400
H 6.26 4.40 -2.69 0.398
H 5.55 0.05 -1.30 0.418
H 3.32 0.18 -2.01 0.075
C 3.80 -5.49 -2.66 0.081
O 3.69 -6.23 -1.67 -0.631
N 3.74 -4.16 -2.57 0.058
C 3.86 -3.28 -3.77 -0.854
C 3.23 -3.38 -1.32 -0.875
H 3.98 -5.82 -3.57 0.419
H 4.12 -3.95 -4.51 0.352
H 4.55 -2.42 -3.90 0.260
H 2.90 -2.76 -4.19 0.271
H 3.25 -4.10 -0.59 0.523
H 2.24 -3.16 -1.55 0.182
H 3.36 -2.25 -1.14 0.206
C -1.73 3.51 -4.49 -0.126
O -1.30 2.55 -5.19 -0.625
N -1.69 3.53 -3.17 0.194
C -2.34 4.58 -2.33 -1.022
C -0.93 2.50 -2.29 -2.703
H -2.06 4.32 -4.89 0.565
H -2.61 4.16 -1.27 0.062
H -3.18 4.78 -2.58 0.676
H -1.65 5.38 -2.31 0.348
H -1.50 1.73 -2.13 1.050
H -0.44 2.50 -1.41 0.766
H -0.14 2.04 -2.78 0.807
C 2.05 1.88 4.50 -0.038
O 2.40 2.19 5.74 -0.644
N 1.87 2.77 3.49 0.207
C 1.49 2.38 2.10 -0.744
C 2.51 4.13 3.56 -0.931
H 1.89 0.85 4.28 0.437
H 0.93 3.12 1.38 0.133
H 0.96 1.39 1.87 0.040
H 2.50 2.31 1.70 0.586
H 2.49 4.57 4.55 0.330
H 1.79 4.79 3.02 0.311
H 3.61 4.12 3.16 0.303
```

# 2
Below is a molecular structure, C25H42Cl2O2P2Sn, with properties calculated with the ωB97M-V functional and the def2-TZVPD basis.

Computed properties:
Net charge: +2
Relative energy (zero: lowest compared OMol25 entry of this formula, charge and spin) (kcal/mol): 115.9
Highest occupied orbital energy (spin up / spin down) (eV): -12.01 / -12.01
M (g/mol): 626.17
Gap between HOMO and LUMO (spin up / spin down) (eV): 3.95 / 3.97
DFT total energy (eV): -80133.3252
Multiplicity: 1
Largest force on an atom (eV Å⁻¹): 4.38

```
74
Properties=species:S:1:pos:R:3:mulliken_charge:R:1
Sn -0.99 -0.88 -4.26 1.047
C -0.98 -2.22 1.39 0.624
C 0.30 -2.48 0.81 0.676
C 0.56 -0.84 2.42 0.619
C -0.81 -1.22 2.38 0.517
C 1.26 -1.64 1.46 0.532
C -2.25 -2.89 1.05 -1.585
H -2.16 -3.44 0.11 0.403
H -3.06 -2.15 0.95 0.344
H -2.54 -3.60 1.84 0.434
C -1.89 -0.62 3.20 -1.291
H -2.65 -1.37 3.44 0.397
H -2.39 0.20 2.66 0.233
H -1.49 -0.21 4.13 0.407
C 1.16 0.18 3.28 -1.527
H 0.57 0.31 4.20 0.399
H 1.20 1.16 2.78 0.296
H 2.18 -0.09 3.56 0.415
C 2.70 -1.61 1.20 -1.620
H 3.24 -2.31 1.86 0.327
H 3.12 -0.61 1.38 0.455
H 2.93 -1.90 0.17 0.409
C 0.60 -3.47 -0.23 -1.351
H 0.78 -4.47 0.20 0.384
H 1.50 -3.19 -0.79 0.311
H -0.22 -3.57 -0.95 0.208
C -1.91 0.60 -5.33 -0.132
C -2.01 -0.64 -6.08 -0.789
C -1.05 -0.91 -7.25 -0.859
C 0.38 -1.46 -6.84 -1.158
C 0.71 -1.32 -5.37 -0.028
C 0.81 0.00 -4.82 -0.406
C 0.54 1.22 -5.70 0.181
C -0.95 1.63 -5.89 -0.573
H -0.94 -0.02 -7.89 0.295
H 1.13 -0.93 -7.44 0.379
H -1.50 -1.71 -7.87 0.440
H -1.14 1.79 -6.97 0.729
H -2.87 0.99 -4.94 0.560
H -3.02 -1.06 -6.22 0.519
H -1.14 2.60 -5.36 -0.469
H 1.06 2.08 -5.23 -1.054
H 1.59 0.17 -4.05 0.404
H 0.97 1.07 -6.71 0.516
H 0.44 -2.52 -7.13 0.430
H 1.33 -2.11 -4.94 0.626
P -1.25 4.08 -3.66 0.122
C -2.83 4.34 -2.82 -1.006
C -1.73 -2.37 -2.99 -1.091
P 1.66 3.30 -3.49 0.884
C 0.41 4.61 -3.04 -1.066
C 2.36 2.75 -1.91 -1.030
C 3.06 4.24 -4.22 -1.386
H -2.82 3.83 -1.84 0.229
H -3.60 3.83 -3.45 0.323
H -3.22 5.34 -2.68 0.478
H -1.22 -3.26 -3.34 0.470
H -2.81 -2.43 -3.18 0.426
H -1.55 -2.18 -1.94 -0.102
H 2.64 5.02 -4.87 0.439
H 3.65 3.55 -4.82 0.366
H 3.63 4.68 -3.41 0.457
H 0.39 4.79 -1.96 0.452
H 0.78 5.51 -3.56 0.623
H 1.99 3.37 -1.08 0.396
H 3.45 2.82 -1.99 0.512
H 2.09 1.70 -1.73 0.006
Cl -0.71 3.13 0.16 -0.119
C -0.85 1.50 -0.54 1.378
Cl -2.39 0.68 -0.08 -0.196
C -0.84 1.44 -2.07 -0.729
O -0.42 0.32 -2.50 -0.199
O -1.31 2.38 -2.82 -0.013
H -0.01 0.88 -0.21 -0.299
```

# 3
Below is a molecular structure, Br2ClP, with properties calculated with the ωB97M-V functional and the def2-TZVPD basis.

Computed properties:
Highest occupied orbital energy (spin up / spin down) (eV): -8.24 / -10.70
M (g/mol): 226.24
Gap between HOMO and LUMO (spin up / spin down) (eV): 8.41 / 6.65
DFT total energy (eV): -161895.0978
Multiplicity: 3
Largest force on an atom (eV Å⁻¹): 0.63

```
4
Properties=species:S:1:pos:R:3:mulliken_charge:R:1
P -0.45 0.18 -0.80 0.181
Cl -1.11 1.45 0.62 -0.121
Br 2.46 0.15 0.09 0.007
Br -0.91 -1.78 0.10 -0.067
```

# 4
Below is 8 unconnected molecules or ions with the total composition C4H21N2O8, with properties calculated with the ωB97M-V functional and the def2-TZVPD basis.

Computed properties:
Net charge: -1
Relative energy (zero: lowest compared OMol25 entry of this formula, charge and spin) (kcal/mol): 102.0
Highest occupied orbital energy (eV): -5.49
M (g/mol): 225.22
Gap between HOMO and LUMO (eV): 8.42
DFT total energy (eV): -23848.8444
Multiplicity: 1
Largest force on an atom (eV Å⁻¹): 6.45

```
35
Properties=species:S:1:pos:R:3:mulliken_charge:R:1
O 1.37 1.09 0.68 -0.702
C 1.23 -0.09 0.53 0.400
N 0.46 -1.02 1.18 -0.713
C -2.61 1.56 0.66 -0.135
O -2.63 0.31 0.52 -0.352
C 2.00 -0.64 -0.76 0.307
C 3.47 -0.73 -0.23 -1.325
N 1.74 0.12 -1.98 -0.765
H -0.13 -0.57 1.87 0.160
H -3.56 2.05 0.90 0.294
H -1.74 2.27 0.55 0.231
H 1.85 -1.72 -0.92 0.249
H 4.17 -0.09 -0.83 0.291
H 3.46 -0.29 0.82 0.248
H 3.88 -1.67 -0.04 0.363
H 0.77 0.22 -2.04 0.297
H 2.03 1.13 -1.82 0.334
H -2.46 1.13 -2.43 0.338
H -1.22 1.22 -3.58 0.318
O -2.09 1.56 -3.25 -0.661
H 2.55 2.57 0.60 0.399
H 1.47 3.38 1.37 0.391
O 2.24 3.52 0.77 -0.705
H -2.87 -2.43 -1.57 0.340
H -2.38 -2.52 -0.28 0.257
O -3.18 -2.76 -0.74 -0.673
H -1.48 -2.60 1.57 0.289
H 0.01 -2.86 1.32 0.491
O -0.88 -3.37 1.52 -0.736
H -0.81 -1.92 -0.55 0.374
H 0.02 -2.15 -1.85 0.284
O -0.86 -1.84 -1.49 -0.663
H 0.43 1.44 2.30 0.306
H 1.28 2.51 2.96 0.261
O 0.38 2.32 2.74 -0.792
```

# 5
Below is a molecular structure, C25H27AsHfN5O2S2Se3Te, with properties calculated with the ωB97M-V functional and the def2-TZVPD basis.

Computed properties:
Net charge: +1
Relative energy (zero: lowest compared OMol25 entry of this formula, charge and spin) (kcal/mol): 0.0
Highest occupied orbital energy (eV): -10.41
M (g/mol): 1111.55
Gap between HOMO and LUMO (eV): 7.16
DFT total energy (eV): -325057.8443
Multiplicity: 1
Largest force on an atom (eV Å⁻¹): 0.33

```
67
Properties=species:S:1:pos:R:3:mulliken_charge:R:1
Hf 2.74 -0.54 0.96 -0.356
Se 2.50 -1.42 3.45 -0.274
Se 4.30 0.07 3.25 -0.155
Te 6.13 -1.37 2.24 0.015
Se 5.13 -1.03 -0.04 -0.277
O 2.27 3.73 -2.77 -0.677
C 2.30 2.61 -3.51 0.545
C 2.27 2.76 -4.89 -0.748
C 2.30 1.65 -5.71 -0.307
C 2.37 0.36 -5.18 -0.942
C 2.40 0.21 -3.81 -0.480
C 2.36 1.32 -2.95 -0.103
C 2.38 1.09 -1.51 1.134
O 2.35 -0.14 -1.06 0.472
N 2.42 2.11 -0.69 -0.745
N 2.39 1.70 0.66 -0.064
C 2.22 2.69 1.47 0.228
S 2.23 4.34 0.92 -0.029
C 1.75 5.04 2.53 -0.584
C 2.30 4.16 3.62 -0.692
S 1.92 2.44 3.17 0.043
H 2.33 3.48 -1.83 0.621
H 2.22 3.76 -5.30 0.445
H 2.28 1.78 -6.79 0.394
H 2.41 -0.50 -5.82 0.435
H 2.46 -0.77 -3.36 0.463
H 0.66 5.10 2.57 0.318
H 2.16 6.05 2.58 0.423
H 1.83 4.36 4.58 0.413
H 3.38 4.26 3.72 0.308
C 3.55 -4.47 1.04 -1.019
As 2.23 -3.25 0.31 0.761
C 0.55 -4.03 0.89 -1.094
C 2.27 -3.62 -1.60 -1.165
H 3.34 -5.50 0.74 0.408
H 3.53 -4.39 2.12 0.338
H 4.53 -4.18 0.67 0.324
H 0.51 -5.09 0.63 0.436
H -0.27 -3.51 0.42 0.307
H 0.47 -3.93 1.97 0.349
H 2.08 -4.67 -1.82 0.526
H 3.25 -3.34 -1.98 0.343
H 1.52 -3.00 -2.08 0.302
N -4.72 -0.40 -0.31 0.037
C -6.02 -0.26 0.08 0.738
C -7.23 -0.27 -0.62 -1.047
C -8.37 -0.09 0.13 -0.407
C -8.33 0.09 1.53 -0.492
C -7.13 0.10 2.21 -0.764
C -5.96 -0.07 1.47 0.561
N -4.65 -0.10 1.89 -0.617
C -3.94 -0.29 0.81 -0.140
C -2.49 -0.38 0.83 1.123
C -1.81 -0.17 2.02 -0.952
C -0.43 -0.25 2.05 -0.446
N 0.31 -0.52 0.96 0.637
C -0.35 -0.72 -0.19 -0.554
C -1.72 -0.67 -0.30 -0.980
H -4.40 -0.52 -1.26 0.165
H -7.27 -0.41 -1.69 0.386
H -9.33 -0.09 -0.36 0.391
H -9.25 0.23 2.07 0.388
H -7.09 0.25 3.28 0.439
H -2.37 0.05 2.92 0.545
H 0.10 -0.10 2.97 0.563
H 0.26 -0.91 -1.07 0.455
H -2.17 -0.84 -1.27 0.327
```

# 6
Below is a molecular structure, C4H11KNO9S2, with properties calculated with the ωB97M-V functional and the def2-TZVPD basis.

Computed properties:
Net charge: -3
Highest occupied orbital energy (eV): 2.73
M (g/mol): 320.36
Gap between HOMO and LUMO (eV): 2.84
DFT total energy (eV): -62236.3777
Multiplicity: 1
Largest force on an atom (eV Å⁻¹): 1.83

```
28
Properties=species:S:1:pos:R:3:mulliken_charge:R:1
K 0.92 0.21 1.76 0.884
S 0.75 -2.90 0.11 1.147
O 1.37 -3.89 1.01 -0.728
O 1.72 -1.77 -0.19 -0.771
O 0.44 -3.58 -1.21 -0.838
O -0.47 -2.28 0.68 -0.713
S -0.07 -1.47 4.54 1.114
O 1.06 -2.03 3.74 -0.666
O -0.09 0.03 4.30 -0.857
O -1.37 -2.03 4.08 -0.708
O 0.12 -1.74 6.00 -0.805
C 0.99 0.11 -2.40 -1.448
C -0.37 0.17 -1.74 1.447
C -0.75 1.56 -1.25 -1.121
O 0.06 1.99 -0.16 -0.073
C -0.10 3.35 0.13 -0.883
N -1.38 -0.31 -2.68 -0.735
H 1.75 0.58 -1.78 0.273
H 0.98 0.60 -3.39 0.438
H 1.25 -0.94 -2.54 0.314
H -0.32 -0.56 -0.91 -0.218
H -1.78 1.45 -0.86 0.270
H -0.74 2.31 -2.05 0.285
H 0.65 3.61 0.88 0.225
H -1.10 3.55 0.52 0.321
H 0.11 3.97 -0.75 0.316
H -2.31 -0.22 -2.28 0.267
H -1.34 0.23 -3.54 0.264
```

# 7
Below is a molecular structure, C33H36N6O4PbS3, with properties calculated with the ωB97M-V functional and the def2-TZVPD basis.

Computed properties:
Highest occupied orbital energy (eV): -7.65
M (g/mol): 884.09
Gap between HOMO and LUMO (eV): 6.72
DFT total energy (eV): -89684.4282
Multiplicity: 1
Largest force on an atom (eV Å⁻¹): 0.97

```
83
Properties=species:S:1:pos:R:3:mulliken_charge:R:1
Pb 0.33 0.63 1.06 1.597
N 1.22 4.10 2.10 -0.647
N 0.26 4.82 1.38 0.046
C -0.94 4.31 1.09 0.679
N -1.73 5.03 0.27 -0.264
N -1.26 3.12 1.59 -0.442
N -2.55 2.72 1.65 0.876
O -2.71 1.54 1.90 -0.565
O -3.48 3.51 1.48 -0.739
H 1.88 4.76 2.48 0.279
H 1.70 3.46 1.45 0.007
H 0.58 5.57 0.77 0.195
H -1.42 5.92 -0.08 0.248
H -2.71 4.82 0.28 0.197
N -2.82 -1.00 -0.50 -0.608
C -3.14 -2.27 0.12 1.598
C -4.61 -2.61 0.04 -0.886
C -5.03 -3.76 -0.60 -0.155
C -6.39 -4.08 -0.66 -0.746
C -7.32 -3.24 -0.06 -0.427
C -6.89 -2.09 0.60 -0.736
C -5.54 -1.78 0.65 -0.273
H -4.30 -4.42 -1.06 0.398
H -6.71 -4.97 -1.17 0.385
H -8.37 -3.48 -0.11 0.378
H -7.62 -1.45 1.08 0.396
H -5.20 -0.87 1.14 0.369
O 1.74 1.97 -0.03 -0.807
C 2.64 2.47 -0.97 3.481
C 2.12 3.85 -1.38 -0.417
C 0.88 4.11 -1.88 -0.416
C 0.64 5.50 -2.10 -1.062
C 1.70 6.27 -1.75 -0.642
S 3.01 5.32 -1.16 -0.099
C 4.03 2.54 -0.35 -0.875
C 4.37 2.22 0.93 -0.427
C 5.77 2.35 1.18 -0.761
C 6.46 2.77 0.08 -0.648
S 5.42 2.99 -1.27 0.032
C 2.73 1.60 -2.22 -0.852
C 2.34 1.85 -3.51 -0.596
C 2.62 0.77 -4.39 -0.718
C 3.22 -0.27 -3.76 -0.666
S 3.46 0.05 -2.10 0.088
H 0.16 3.33 -2.08 0.621
H -0.27 5.89 -2.53 0.546
H 1.81 7.34 -1.81 0.464
H 3.66 1.89 1.67 0.488
H 6.23 2.14 2.13 0.408
H 7.51 2.95 -0.02 0.471
H 1.88 2.77 -3.83 0.563
H 2.39 0.79 -5.45 0.425
H 3.54 -1.21 -4.18 0.469
C 3.06 -1.80 1.13 -0.924
C 2.61 -3.16 0.59 0.567
C 2.71 -3.22 -0.94 -1.355
C 1.22 -3.65 0.98 0.676
C 1.11 -5.02 1.14 -0.885
C -0.11 -5.64 1.36 -1.161
C -1.24 -4.85 1.45 -1.064
C -1.18 -3.47 1.31 0.454
C -2.51 -2.74 1.45 0.956
C -2.38 -2.23 -1.15 -0.690
C -2.50 -1.65 2.55 -1.008
C 0.07 -2.84 1.05 0.313
O 0.16 -1.50 0.92 -1.077
H 4.14 -1.71 1.01 0.499
H 2.82 -1.69 2.19 0.440
H 2.60 -0.98 0.57 -0.635
H 3.31 -3.90 1.00 0.550
H 1.98 -2.54 -1.38 0.195
H 2.49 -4.23 -1.29 0.460
H 3.71 -2.94 -1.28 0.381
H 2.00 -5.63 1.07 0.376
H -0.18 -6.71 1.47 0.383
H -2.20 -5.31 1.63 0.396
H -3.21 -3.51 1.80 0.881
H -2.09 -0.52 -0.01 -0.056
H -2.88 -2.45 -2.08 0.449
H -1.32 -2.49 -1.14 0.083
H -1.48 -1.31 2.75 0.237
H -2.90 -2.05 3.48 0.221
H -3.09 -0.79 2.26 0.108
```